{"formula": "C42H27F4N10Ti", "method": "wB97M-V/def2-TZVPD", "species": ["Ti", "C", "C", "C", "C", "C", "N", "C", "C", "C", "C", "C", "C", "C", "C", "N", "C", "N", "C", "N", "C", "N", "C", "N", "C", "N", "C", "C", "C", "C", "C", "C", "C", "C", "C", "C", "C", "C", "C", "C", "N", "H", "H", "H", "H", "H", "H", "H", "H", "H", "H", "H", "H", "H", "H", "H", "H", "C", "N", "C", "C", "C", "N", "C", "C", "F", "C", "F", "C", "C", "F", "C", "F", "H", "H", "H", "H", "H", "H", "H", "H", "H", "H", "H"], "xyz": [[0.079, -0.365, 0.103], [-6.221, -2.057, 0.802], [-6.141, -2.341, -0.565], [-4.930, -2.297, -1.237], [-3.798, -1.962, -0.509], [-2.396, -1.798, -0.905], [-1.969, -1.967, -2.110], [-0.673, -1.816, -2.490], [-0.144, -2.209, -3.755], [-0.725, -2.769, -4.901], [0.086, -3.043, -5.976], [1.476, -2.782, -5.929], [2.063, -2.247, -4.807], [1.246, -1.953, -3.706], [1.512, -1.402, -2.419], [2.740, -1.035, -1.975], [2.995, -0.608, -0.785], [2.115, -0.461, 0.294], [2.825, -0.079, 1.402], [2.407, 0.073, 2.632], [1.137, -0.152, 3.005], [0.079, -0.450, 2.195], [-1.029, -0.676, 2.965], [-2.254, -1.028, 2.538], [-2.525, -1.354, 1.304], [-1.666, -1.453, 0.234], [-3.878, -1.684, 0.851], [-5.087, -1.726, 1.527], [-0.683, -0.468, 4.346], [-1.426, -0.540, 5.523], [-0.779, -0.270, 6.713], [0.589, 0.055, 6.741], [1.333, 0.117, 5.578], [0.683, -0.142, 4.374], [4.229, 0.094, 1.021], [5.338, 0.489, 1.755], [6.557, 0.553, 1.100], [6.662, 0.220, -0.256], [5.554, -0.181, -0.983], [4.332, -0.237, -0.327], [0.339, -1.317, -1.726], [-7.184, -2.092, 1.296], [-7.046, -2.592, -1.106], [-4.857, -2.504, -2.297], [-1.789, -2.971, -4.928], [-0.338, -3.468, -6.878], [2.084, -3.012, -6.796], [3.127, -2.050, -4.762], [-5.131, -1.495, 2.584], [-2.479, -0.793, 5.491], [-1.331, -0.307, 7.645], [1.063, 0.261, 7.694], [2.386, 0.368, 5.588], [5.237, 0.740, 2.803], [7.443, 0.863, 1.640], [7.630, 0.279, -0.740], [5.625, -0.443, -2.032], [1.466, 3.344, -1.468], [1.458, 2.048, -2.116], [2.528, 1.954, -3.089], [0.183, 1.748, -2.745], [-1.027, 1.846, -1.817], [-0.761, 1.360, -0.464], [-1.605, 1.854, 0.520], [-1.077, 2.364, 1.719], [0.254, 2.477, 1.850], [-1.878, 2.758, 2.768], [-1.306, 3.223, 3.890], [-3.255, 2.705, 2.675], [-3.797, 2.247, 1.494], [-5.136, 2.171, 1.370], [-3.004, 1.835, 0.443], [-3.596, 1.335, -0.656], [1.246, 4.166, -2.175], [2.453, 3.521, -1.037], [0.737, 3.366, -0.659], [2.437, 2.722, -3.880], [2.519, 0.971, -3.559], [3.491, 2.085, -2.590], [0.254, 0.742, -3.159], [-0.007, 2.429, -3.598], [-1.848, 1.311, -2.306], [-1.338, 2.897, -1.753], [-3.884, 3.007, 3.499]], "e_homo_ev": [-3.1, -3.6], "relative_energy_kcal_mol": 5.9, "homo_lumo_gap_ev": [4.9, 4.7], "charge": -1, "e_lumo_ha": [0.0666, 0.0429], "max_force_ha_per_bohr": 0.0066, "spin_multiplicity": 3, "e_tot_ev": -92885.465}


{"formula": "C42H27F5N2O9TeZr", "method": "wB97M-V/def2-TZVPD", "species": ["Zr", "O", "C", "C", "C", "N", "C", "C", "C", "O", "O", "C", "O", "O", "H", "H", "H", "O", "C", "C", "O", "O", "C", "C", "C", "C", "C", "C", "C", "C", "C", "C", "C", "C", "H", "H", "H", "H", "H", "H", "H", "H", "H", "H", "H", "N", "C", "C", "C", "C", "C", "C", "C", "H", "H", "H", "H", "H", "C", "Te", "C", "C", "C", "C", "C", "C", "C", "H", "H", "H", "H", "H", "H", "H", "H", "F", "C", "C", "F", "C", "F", "C", "O", "C", "F", "C", "F"], "xyz": [[-0.207, 0.321, -0.481], [3.879, -4.276, 0.146], [2.935, -3.326, 0.091], [1.590, -3.621, -0.178], [0.691, -2.573, -0.224], [1.085, -1.321, -0.012], [2.354, -1.018, 0.261], [3.325, -1.999, 0.331], [2.478, 0.476, 0.586], [3.546, 1.007, 0.787], [1.313, 1.039, 0.647], [-0.831, -2.616, -0.435], [-1.422, -3.660, -0.606], [-1.345, -1.433, -0.366], [3.499, -5.155, 0.015], [1.246, -4.627, -0.367], [4.352, -1.756, 0.555], [-0.520, 2.612, -1.205], [-0.775, 3.349, 0.010], [-1.053, 2.225, 1.042], [-0.759, 2.308, 2.217], [-1.678, 1.239, 0.509], [-2.119, 4.057, -0.038], [-2.842, 4.169, -1.217], [-4.051, 4.845, -1.226], [-4.543, 5.412, -0.063], [-3.852, 5.252, 1.126], [-2.653, 4.565, 1.145], [0.401, 4.264, 0.316], [1.680, 3.836, -0.042], [2.779, 4.649, 0.166], [2.624, 5.916, 0.700], [1.357, 6.355, 1.036], [0.254, 5.538, 0.853], [0.045, 3.174, -1.766], [-2.472, 3.719, -2.128], [-4.610, 4.936, -2.146], [-5.465, 5.974, -0.079], [-4.246, 5.663, 2.044], [-2.139, 4.415, 2.082], [1.840, 2.860, -0.486], [3.761, 4.283, -0.089], [3.480, 6.559, 0.836], [1.226, 7.343, 1.446], [-0.722, 5.913, 1.118], [-1.816, 0.544, -2.214], [-2.746, -0.131, -2.091], [-3.899, -0.919, -1.977], [-4.576, -0.943, -0.752], [-5.701, -1.732, -0.621], [-6.151, -2.489, -1.694], [-5.476, -2.468, -2.906], [-4.347, -1.687, -3.057], [-4.198, -0.352, 0.069], [-6.229, -1.763, 0.320], [-7.029, -3.106, -1.584], [-5.830, -3.066, -3.734], [-3.810, -1.668, -3.993], [0.670, 0.371, 4.042], [-0.638, -0.440, 2.487], [-0.197, -2.232, 3.713], [-0.040, -1.736, 5.120], [-0.322, -2.508, 6.236], [-0.236, -1.958, 7.506], [0.166, -0.645, 7.668], [0.492, 0.122, 6.559], [0.382, -0.414, 5.285], [0.481, 1.435, 4.150], [1.712, 0.239, 3.725], [0.738, -2.690, 3.375], [-0.980, -2.986, 3.637], [-0.640, -3.534, 6.112], [-0.491, -2.556, 8.369], [0.210, -0.208, 8.654], [0.812, 1.147, 6.687], [-0.483, 0.367, -7.118], [-0.056, 0.437, -5.852], [-0.244, -0.638, -4.982], [-0.885, -1.739, -5.388], [0.208, -0.518, -3.684], [-0.020, -1.480, -2.732], [0.821, 0.640, -3.169], [1.167, 0.696, -1.930], [0.959, 1.708, -4.077], [1.428, 2.875, -3.589], [0.546, 1.608, -5.394], [0.689, 2.644, -6.225]], "e_homo_ev": -7.7, "relative_energy_kcal_mol": 51.5, "homo_lumo_gap_ev": 7.3, "e_lumo_ha": -0.0145, "max_force_ha_per_bohr": 0.0648, "e_tot_ev": -87565.340}


{"formula": "C42H30Br2F4HgN4O4PS", "method": "wB97M-V/def2-TZVPD", "species": ["Hg", "F", "C", "C", "F", "C", "F", "C", "P", "C", "C", "C", "C", "C", "C", "C", "C", "C", "C", "C", "C", "C", "Br", "C", "F", "H", "H", "H", "H", "H", "H", "H", "H", "H", "H", "O", "C", "C", "C", "C", "C", "C", "C", "N", "C", "C", "N", "H", "H", "H", "H", "H", "H", "H", "N", "C", "N", "C", "C", "C", "C", "C", "C", "S", "H", "H", "H", "H", "H", "H", "Br", "C", "C", "C", "C", "C", "C", "C", "O", "O", "H", "H", "H", "H", "C", "O", "H", "H", "H"], "xyz": [[-0.066, 0.048, -0.097], [1.271, -6.168, 4.081], [0.650, -5.485, 3.073], [0.809, -5.924, 1.745], [1.033, -7.250, 1.522], [0.588, -5.070, 0.714], [0.609, -5.605, -0.545], [0.254, -3.705, 0.874], [0.694, -2.509, -0.376], [2.454, -2.813, -0.815], [3.426, -1.937, -0.339], [4.767, -2.152, -0.628], [5.153, -3.241, -1.397], [4.188, -4.119, -1.875], [2.849, -3.906, -1.585], [-0.134, -2.992, -1.932], [-1.268, -3.795, -1.942], [-1.950, -4.034, -3.125], [-1.511, -3.461, -4.312], [-0.388, -2.645, -4.307], [0.294, -2.412, -3.122], [-0.042, -3.334, 2.230], [-1.137, -1.804, 2.646], [0.190, -4.192, 3.274], [-0.066, -3.824, 4.557], [3.127, -1.089, 0.263], [5.507, -1.453, -0.259], [6.199, -3.405, -1.628], [4.474, -4.973, -2.477], [2.102, -4.590, -1.971], [-1.622, -4.215, -1.008], [-2.840, -4.651, -3.114], [-2.054, -3.634, -5.234], [-0.052, -2.161, -5.216], [1.144, -1.740, -3.122], [-2.075, -1.058, -0.834], [-3.053, -0.753, -1.594], [-4.126, -1.691, -1.737], [-5.225, -1.452, -2.522], [-5.352, -0.250, -3.231], [-4.335, 0.675, -3.112], [-3.189, 0.460, -2.338], [-2.174, 1.515, -2.304], [-1.244, 1.734, -1.398], [-0.579, 2.881, -1.757], [-1.106, 3.373, -2.904], [-2.119, 2.500, -3.244], [-4.025, -2.612, -1.177], [-6.008, -2.201, -2.584], [-6.225, -0.039, -3.835], [-4.453, 1.627, -3.621], [0.249, 3.246, -1.171], [-0.847, 4.220, -3.512], [-2.653, 2.513, -4.092], [1.876, 2.439, 1.792], [0.594, 2.595, 1.871], [-0.334, 1.733, 1.430], [-1.624, 2.160, 1.664], [-2.774, 1.451, 1.312], [-4.017, 1.997, 1.587], [-4.140, 3.239, 2.210], [-3.001, 3.949, 2.568], [-1.758, 3.407, 2.291], [-0.164, 4.045, 2.612], [2.169, 0.613, 2.016], [2.361, 3.233, 2.195], [-2.685, 0.493, 0.813], [-4.904, 1.446, 1.301], [-5.120, 3.651, 2.414], [-3.082, 4.915, 3.052], [2.833, 1.139, -5.686], [3.919, 1.446, -4.150], [5.213, 1.874, -4.433], [6.107, 2.122, -3.406], [5.701, 1.941, -2.091], [4.410, 1.514, -1.829], [3.487, 1.254, -2.845], [2.082, 0.778, -2.429], [1.237, 0.581, -3.298], [1.981, 0.613, -1.179], [5.508, 2.006, -5.466], [7.112, 2.454, -3.637], [6.385, 2.128, -1.273], [4.060, 1.367, -0.816], [1.805, -0.526, 3.556], [2.024, -0.349, 2.176], [2.717, -0.355, 4.143], [1.472, -1.552, 3.717], [1.022, 0.145, 3.927]], "e_homo_ev": [-0.3, -2.5], "relative_energy_kcal_mol": 17.1, "homo_lumo_gap_ev": [4.3, 6.5], "charge": -2, "e_lumo_ha": [0.1467, 0.1467], "max_force_ha_per_bohr": 0.0133, "spin_multiplicity": 2, "e_tot_ev": -233447.341}


{"formula": "C42H30Br2F6N5NaS2Sb", "method": "wB97M-V/def2-TZVPD", "species": ["Na", "N", "C", "S", "N", "N", "C", "C", "C", "C", "C", "C", "N", "H", "H", "H", "H", "H", "H", "H", "Br", "C", "Br", "H", "H", "F", "C", "C", "C", "C", "C", "C", "Sb", "C", "C", "C", "C", "F", "C", "C", "C", "C", "C", "C", "F", "C", "C", "H", "H", "H", "H", "H", "H", "H", "H", "H", "H", "H", "H", "S", "C", "N", "C", "C", "C", "C", "C", "C", "H", "H", "H", "H", "H", "F", "C", "F", "F", "C", "C", "C", "C", "C", "C", "C", "C", "H", "H", "H", "H"], "xyz": [[-0.260, -0.589, 0.306], [4.316, -0.591, 1.035], [2.987, -0.691, 0.605], [1.829, -0.944, 1.897], [2.811, -0.596, -0.669], [1.503, -0.774, -1.146], [1.492, -1.274, -2.339], [0.343, -1.607, -3.083], [0.371, -2.265, -4.312], [-0.740, -2.919, -4.808], [-1.806, -3.142, -3.882], [-1.882, -2.462, -2.722], [-0.990, -1.320, -2.556], [4.399, -0.233, 1.973], [4.905, -0.119, 0.363], [2.449, -1.479, -2.824], [1.323, -2.331, -4.830], [-0.706, -3.452, -5.747], [-2.506, -3.955, -4.051], [-2.560, -2.679, -1.908], [-3.468, -1.085, 0.513], [-3.617, 0.647, -0.320], [-2.197, 1.851, 0.174], [-4.556, 1.087, -0.014], [-3.535, 0.502, -1.390], [7.852, 3.232, 0.607], [6.508, 3.068, 0.577], [5.780, 3.339, 1.716], [4.400, 3.177, 1.674], [3.760, 2.755, 0.513], [4.539, 2.460, -0.605], [5.918, 2.624, -0.588], [1.656, 2.358, 0.427], [1.122, 4.095, -0.763], [1.756, 4.300, -1.988], [1.407, 5.354, -2.822], [0.389, 6.194, -2.420], [0.049, 7.234, -3.218], [-0.297, 6.008, -1.240], [0.081, 4.954, -0.418], [1.205, 3.274, 2.319], [0.794, 2.424, 3.344], [0.515, 2.911, 4.617], [0.660, 4.262, 4.844], [0.390, 4.753, 6.077], [1.083, 5.140, 3.863], [1.358, 4.632, 2.601], [6.288, 3.667, 2.614], [3.825, 3.387, 2.568], [4.080, 2.051, -1.498], [6.530, 2.396, -1.451], [2.551, 3.637, -2.311], [1.910, 5.528, -3.764], [-1.104, 6.678, -0.975], [-0.454, 4.813, 0.515], [0.708, 1.360, 3.152], [0.196, 2.257, 5.419], [1.195, 6.190, 4.096], [1.703, 5.310, 1.829], [-2.944, 1.147, 5.348], [-2.459, 1.181, 3.681], [-1.727, 0.212, 3.268], [-1.469, -0.673, 4.310], [-0.682, -1.822, 4.214], [-0.515, -2.602, 5.338], [-1.117, -2.257, 6.555], [-1.891, -1.121, 6.670], [-2.059, -0.331, 5.534], [-2.772, 1.996, 3.043], [-0.193, -2.069, 3.280], [0.103, -3.488, 5.280], [-0.966, -2.887, 7.423], [-2.350, -0.850, 7.612], [-4.815, 5.448, -6.530], [-4.498, 5.648, -5.230], [-5.659, 5.975, -4.617], [-3.716, 6.740, -5.192], [-3.859, 4.443, -4.618], [-4.635, 3.308, -4.413], [-4.059, 2.148, -3.935], [-2.687, 2.097, -3.646], [-1.927, 3.262, -3.817], [-2.505, 4.419, -4.309], [-2.075, 0.886, -3.229], [-1.529, -0.152, -2.932], [-5.692, 3.328, -4.649], [-4.658, 1.255, -3.816], [-0.874, 3.243, -3.568], [-1.902, 5.307, -4.446]], "e_homo_ev": -3.3, "relative_energy_kcal_mol": 10.6, "homo_lumo_gap_ev": 5.0, "charge": -1, "e_lumo_ha": 0.0652, "max_force_ha_per_bohr": 0.0061, "e_tot_ev": -240506.272}


{"formula": "C42H31BrClN3O7PS4Sc", "method": "wB97M-V/def2-TZVPD", "species": ["Sc", "Cl", "C", "C", "C", "C", "O", "C", "C", "N", "C", "C", "C", "C", "C", "C", "C", "C", "N", "C", "C", "H", "H", "H", "H", "H", "H", "H", "H", "H", "H", "Br", "C", "C", "C", "C", "C", "C", "C", "O", "O", "H", "H", "H", "H", "S", "P", "S", "C", "C", "C", "C", "C", "C", "C", "C", "C", "C", "C", "C", "H", "H", "H", "H", "H", "H", "H", "H", "H", "H", "O", "S", "N", "C", "C", "C", "C", "C", "C", "C", "S", "O", "O", "O", "H", "H", "H", "H", "H", "H", "H"], "xyz": [[0.391, -1.074, -0.221], [1.224, -4.184, -6.516], [0.948, -3.845, -4.814], [1.884, -4.240, -3.878], [1.639, -3.961, -2.543], [0.491, -3.291, -2.108], [0.320, -3.002, -0.822], [-0.456, -2.924, -3.092], [-2.398, -1.801, -1.698], [-1.816, -1.261, -0.585], [-2.658, -1.118, 0.476], [-4.014, -0.823, 0.406], [-4.809, -0.793, 1.564], [-4.302, -1.084, 2.804], [-2.931, -1.418, 2.919], [-2.328, -1.830, 4.126], [-1.016, -2.205, 4.140], [-0.271, -2.118, 2.951], [-0.786, -1.708, 1.816], [-2.109, -1.393, 1.771], [-0.214, -3.204, -4.433], [2.793, -4.738, -4.185], [2.365, -4.240, -1.790], [-3.358, -2.299, -1.531], [-4.443, -0.557, -0.550], [-5.856, -0.530, 1.466], [-4.927, -1.077, 3.689], [-2.927, -1.855, 5.031], [-0.530, -2.538, 5.048], [0.783, -2.366, 2.944], [-0.954, -2.917, -5.170], [3.302, -4.911, 2.576], [4.244, -3.796, 1.347], [5.628, -3.823, 1.348], [6.304, -3.008, 0.449], [5.598, -2.187, -0.419], [4.210, -2.162, -0.396], [3.524, -2.981, 0.494], [3.475, -1.221, -1.349], [4.114, -0.719, -2.260], [2.234, -1.038, -1.094], [6.162, -4.467, 2.033], [7.387, -3.015, 0.434], [6.101, -1.547, -1.131], [2.443, -2.992, 0.497], [-2.593, 2.146, -0.647], [-1.082, 2.238, -1.916], [0.099, 0.670, -2.357], [0.018, 3.623, -1.416], [-0.515, 4.908, -1.327], [0.276, 5.969, -0.918], [1.607, 5.751, -0.575], [2.138, 4.473, -0.653], [1.350, 3.412, -1.085], [-1.673, 2.847, -3.550], [-0.748, 3.078, -4.569], [-1.169, 3.537, -5.806], [-2.522, 3.760, -6.043], [-3.445, 3.523, -5.037], [-3.020, 3.072, -3.791], [-1.561, 5.066, -1.567], [-0.146, 6.966, -0.856], [2.224, 6.579, -0.243], [3.167, 4.288, -0.371], [1.762, 2.415, -1.160], [0.301, 2.877, -4.385], [-0.444, 3.709, -6.592], [-2.852, 4.108, -7.015], [-4.501, 3.683, -5.220], [-3.726, 2.880, -2.992], [-3.751, -1.634, -4.248], [-2.586, -1.077, -3.508], [-1.698, -2.336, -2.790], [-1.378, 1.275, 7.082], [-0.646, 1.165, 5.770], [0.670, 0.704, 5.731], [1.333, 0.554, 4.525], [0.673, 0.865, 3.343], [-0.628, 1.336, 3.357], [-1.278, 1.485, 4.576], [1.514, 0.660, 1.800], [2.615, 1.581, 1.814], [0.474, 0.906, 0.782], [1.885, -0.762, 1.686], [-0.716, 1.618, 7.878], [-1.780, 0.304, 7.384], [-2.215, 1.970, 7.008], [1.178, 0.457, 6.657], [2.353, 0.192, 4.490], [-1.121, 1.577, 2.422], [-2.302, 1.842, 4.589]], "e_homo_ev": -2.1, "relative_energy_kcal_mol": 21.8, "homo_lumo_gap_ev": 5.8, "charge": -2, "e_lumo_ha": 0.1354, "max_force_ha_per_bohr": 0.0091, "e_tot_ev": -218765.858}